(1)
A cluster of 3 separate species, C4H12NO in total in a non-equilibrium geometry, computed with ωB97M-V with the def2-TZVPD basis set.

Summary:
**Charge**: +1
**LUMO**: -3.694 eV
**HOMO-LUMO gap**: 9.25 eV
**HOMO**: -12.9 eV
**Relative energy (zero: lowest compared OMol25 entry of this formula, charge and spin)**: 74.8 kcal per mole

Atoms and positions in Å:
1 C -0.24115 -2.37326 -0.13095
2 H -0.82564 1.22131 0.82663
3 H -2.44183 -0.04110 2.08593
4 H 0.17507 -0.43724 -1.94574
5 H 1.95327 -0.74054 -1.52123
6 H 1.52507 1.67883 -1.61302
7 C 0.51080 -1.27814 0.01152
8 H 1.71523 1.07952 0.11412
9 C 0.95727 -0.37288 -1.17911
10 H 1.23702 -1.19388 0.81971
11 H -1.33225 0.59338 2.80999
12 H -0.43515 -2.90345 -1.07312
13 H -0.66723 -2.95943 0.78243
14 O -1.65833 0.48336 1.90056
15 H 0.12508 2.68761 0.02745
16 H -0.76042 1.95382 -1.20042
17 C 1.10664 1.11014 -0.76440
18 N -0.13900 1.81192 -0.40468

Atoms 1-2, force components in eV/Å:
-0.70 -1.28 1.74
0.53 0.35 -2.88


(2)
The molecule C5H7N3O in a non-equilibrium geometry, computed with ωB97M-V with the def2-TZVPD basis set.

Summary:
**Charge**: 0
**LUMO**: 0.958 eV
**HOMO-LUMO gap**: 9.74 eV
**SMILES**: O=C1NC=C[C@H]2CN2N1
**HOMO**: -8.8 eV
**Relative energy (zero: lowest compared OMol25 entry of this formula, charge and spin)**: 98.6 kcal per mole

Atoms and positions in Å:
1 N -0.66596 -0.37783 -0.88455
2 C -0.59034 -1.19184 1.25155
3 N 0.73203 -0.64468 1.33578
4 H -0.59288 0.81685 -2.60556
5 C 0.02065 0.88507 -0.58419
6 C 1.34872 0.72534 -0.46748
7 H 2.13346 1.33939 -0.93183
8 O -0.90751 -2.04222 2.02408
9 C 1.73780 -0.05918 0.44037
10 H -2.31761 -1.16028 0.15153
11 N -1.49221 -0.50318 0.35745
12 H 2.84447 -0.33093 0.65164
13 H -0.53956 1.33665 0.29315
14 C -0.96302 0.90912 -1.65777
15 H -1.95253 1.34637 -1.63586
16 H 1.20448 -1.04865 2.26171

Atoms 1-2, force components in eV/Å:
-1.78 1.20 0.64
0.93 1.79 -0.51


(3)
A cluster of 2 separate species, C4H12 in total in a non-equilibrium geometry, computed with ωB97M-V with the def2-TZVPD basis set.

Summary:
**Charge**: 0
**LUMO**: 1.176 eV
**HOMO-LUMO gap**: 12.97 eV
**SMILES**: CC.CC
**HOMO**: -11.8 eV
**Relative energy (zero: lowest compared OMol25 entry of this formula, charge and spin)**: 13.7 kcal per mole

Atoms and positions in Å:
1 H 0.58494 0.77940 -2.55978
2 H -0.26164 -1.12422 -0.88584
3 H 1.21617 -0.41946 -0.44985
4 H -0.89219 -0.91716 1.55335
5 C -0.43172 1.26713 1.63436
6 H -0.29024 -0.28057 3.09913
7 C -0.88530 -0.04747 2.21719
8 H 0.48443 1.26780 1.18258
9 H 1.04824 -1.95088 -1.28423
10 H -1.13461 1.60283 0.86463
11 H -0.42429 2.07487 2.38370
12 H -0.21123 -0.59722 -3.35887
13 C 0.66266 -0.28580 -2.65414
14 C 0.69137 -0.93058 -1.19465
15 H 1.57561 -0.50031 -3.14809
16 H -1.91726 0.04523 2.58668

Atoms 1-2, force components in eV/Å:
-0.05 0.67 -0.02
-2.82 0.10 1.07


(4)
The molecule C3H7N3O, computed with ωB97M-V with the def2-TZVPD basis set.

Summary:
**Charge**: 0
**LUMO**: 0.757 eV
**HOMO-LUMO gap**: 9.09 eV
**HOMO**: -8.3 eV
**Relative energy (zero: lowest compared OMol25 entry of this formula, charge and spin)**: 62.3 kcal per mole

Atoms and positions in Å:
1 H -0.89065 -1.06712 -0.96914
2 H -2.34032 -1.67875 0.68944
3 H 0.32199 0.10589 1.41599
4 N 0.40249 0.08280 0.39778
5 O 0.81070 2.40739 -0.18905
6 H 2.48798 0.05189 0.19451
7 H -1.81897 1.73736 -0.95376
8 C -1.06910 -0.47049 -0.06204
9 H 1.73106 -1.54619 0.46384
10 C 0.07717 1.45490 -0.18027
11 N -1.80311 -0.85421 0.93050
12 H 1.58822 -0.74028 -1.11953
13 C 1.63158 -0.58183 -0.03983
14 N -1.12906 1.09865 -0.57842

Atoms 1-2, force components in eV/Å:
-0.10 0.16 0.13
0.08 0.02 0.07


(5)
A structure of composition C4H21NO6Tl in a non-equilibrium geometry, computed with ωB97M-V with the def2-TZVPD basis set.

Summary:
**Charge**: +3
**LUMO**: -17.021 eV
**HOMO-LUMO gap**: 4.11 eV
**HOMO**: -21.1 eV
**Relative energy (zero: lowest compared OMol25 entry of this formula, charge and spin)**: 0.0 kcal per mole

Atoms and positions in Å:
1 H 2.60258 0.14005 2.59362
2 H -3.05305 2.12501 0.70388
3 H -1.32249 0.38392 -4.62742
4 C 0.45782 0.68700 2.60120
5 H -1.58783 0.78530 2.32997
6 O -3.10108 0.35989 -2.42398
7 Tl -0.41199 0.27494 -1.11088
8 H -1.02303 -0.65827 2.34037
9 O -0.55555 0.19264 -4.08756
10 H 1.64377 -2.13895 -2.80267
11 N -0.79107 0.26232 1.99568
12 H 2.38609 -0.82249 -2.71439
13 O -2.54884 2.05740 -0.10695
14 O 1.55601 -1.24029 -2.48496
15 H 3.26673 -0.21958 -0.77545
16 H -2.70083 2.88993 -0.55420
17 H -2.15884 -2.67524 -2.28261
18 H 0.18868 0.30854 -4.67825
19 C 1.67276 -0.15520 2.10743
20 H 3.78448 0.48839 0.66445
21 H 1.50143 -1.20471 2.34675
22 H 0.89506 1.22906 4.66911
23 C 0.20332 0.61863 4.08864
24 O 1.85315 -0.04803 0.68894
25 H 0.10601 -0.36976 4.53776
26 H -0.76400 -2.86560 -2.83947
27 O -1.30106 -2.25383 -2.33595
28 C 3.13316 -0.30727 0.30278
29 H 3.38570 -1.35503 0.46565
30 H -0.70764 1.16500 4.33304
31 H 0.69430 1.70596 2.29478
32 H -3.40708 0.41968 -3.32897
33 H -3.89669 0.22058 -1.91034

Atoms 1-2, force components in eV/Å:
-0.18 0.26 0.23
-0.32 0.08 0.31


(6)
A cluster of 4 separate species, C4H16O4 in total in a non-equilibrium geometry, computed with ωB97M-V with the def2-TZVPD basis set.

Summary:
**Charge**: 0
**LUMO**: 0.299 eV
**HOMO-LUMO gap**: 10.71 eV
**SMILES**: CCCCO.O.O.O
**HOMO**: -10.4 eV
**Relative energy (zero: lowest compared OMol25 entry of this formula, charge and spin)**: 28.3 kcal per mole

Atoms and positions in Å:
1 H -0.62908 0.67682 -1.59849
2 H -0.53845 4.26374 -0.84478
3 O -1.96512 -5.79250 3.62361
4 O 1.38129 -3.97516 1.10325
5 H -1.81993 -4.91181 4.00988
6 H 1.38506 0.69789 -3.00015
7 O 1.90072 0.17331 -1.10936
8 H 2.32173 -3.79644 1.13471
9 H -1.25436 -5.71266 2.99334
10 H -0.31332 -1.59124 4.72128
11 H -1.77835 2.65188 -2.21662
12 C -0.69284 2.73051 -2.27178
13 H -0.91437 4.84384 -2.58034
14 H 1.30759 -0.57358 -1.08044
15 H 1.02093 -4.13124 0.23379
16 H -1.79245 -1.37505 5.07389
17 H 0.02786 1.78236 -0.52583
18 C 0.00133 1.56968 -1.59884
19 C -0.36699 4.18059 -1.91795
20 C 1.39878 1.18196 -2.01561
21 O -1.00261 -1.85290 5.33887
22 H -0.55097 2.57651 -3.35584
23 H 0.66023 4.48415 -2.12282
24 H 2.21330 1.89934 -1.99377

Atoms 1-2, force components in eV/Å:
0.00 -0.08 -0.56
-0.26 0.75 -0.10


(7)
A cluster of 2 separate species, C3H9N2O in total in a non-equilibrium geometry, computed with ωB97M-V with the def2-TZVPD basis set.

Summary:
**Charge**: -1
**LUMO (spin up / spin down)**: 4.370 / 4.401 eV
**HOMO-LUMO gap (spin up / spin down)**: 5.26 / 5.32 eV
**HOMO (spin up / spin down)**: -0.9 / -0.9 eV
**Relative energy (zero: lowest compared OMol25 entry of this formula, charge and spin)**: 105.1 kcal per mole

Atoms and positions in Å:
1 O 3.15823 -0.59076 -0.27593
2 N 2.45764 0.51407 -0.15220
3 H 2.53688 1.16504 -0.94069
4 H -1.53643 1.15532 1.08753
5 C -0.73781 -1.37487 0.15702
6 H 0.08045 -2.04468 -0.10498
7 N 1.37568 0.69527 0.54710
8 H -0.81967 -1.34476 1.24637
9 H -1.33252 1.97750 -0.45837
10 H -1.67583 -1.82455 -0.22265
11 H 1.31524 -0.05577 1.23391
12 H -2.55147 0.70004 -0.28753
13 C -1.53118 1.01218 0.00448
14 C -0.48259 0.00560 -0.38541
15 H -0.25664 0.01038 -1.44866

Atoms 1-2, force components in eV/Å:
-0.16 -0.72 -0.10
0.32 0.90 -0.03


(8)
A structure of composition C26H48AlN4O5P2Si, computed with ωB97M-V with the def2-TZVPD basis set.

Summary:
**Charge**: +3
**LUMO**: -7.326 eV
**HOMO-LUMO gap**: 7.74 eV
**HOMO**: -15.1 eV
**Relative energy (zero: lowest compared OMol25 entry of this formula, charge and spin)**: 0.0 kcal per mole

Atoms and positions in Å:
1 C -2.61901 3.95868 0.32809
2 C -0.54246 -1.01969 -4.17146
3 H 3.45271 5.54791 -0.69624
4 H -0.01764 2.26891 -1.18105
5 C -2.42533 3.18169 1.64282
6 C -1.15930 -1.88281 2.26081
7 H -2.93078 -3.52699 -2.52769
8 C 3.79184 -0.43057 4.18459
9 C 1.37001 -0.57828 -0.00293
10 C -2.10089 1.72080 1.37812
11 H 0.52682 -1.00841 -3.95723
12 O -1.44454 -1.01213 1.39508
13 N -3.56389 -5.20120 -1.40110
14 H 2.61333 0.90488 -2.16147
15 H -0.96794 -1.96198 -3.82897
16 C 4.49332 1.27564 2.10990
17 H 3.35159 2.59237 -3.78978
18 H 0.75820 -3.41837 1.11345
19 H -1.25113 -2.38312 5.26136
20 H -3.09383 -2.37752 3.01095
21 H 5.75904 -0.05036 4.95609
22 N -1.61872 -2.88832 4.45364
23 C 3.25173 4.53493 -1.01892
24 C -0.63438 2.62971 -0.36256
25 H 4.78079 1.94402 1.30613
26 Al -0.58170 -0.40927 -0.19912
27 H -2.36025 -0.98699 3.83675
28 H -1.14422 2.71229 -3.51808
29 H -1.88375 -4.93908 -2.69444
30 H -0.67212 1.88776 -5.01717
31 H -3.52537 -0.61350 -3.39589
32 H 1.28762 -2.87882 -0.33042
33 H -3.19876 0.42943 -4.79532
34 H -0.68982 -0.92858 -5.24833
35 H -0.06825 3.43528 0.11216
36 H -2.03105 1.17310 2.31364
37 C -0.61067 1.85484 -3.92858
38 C 5.05296 0.15494 4.16271
39 H -3.62353 -4.91943 -0.39636
40 O -2.40020 -3.92965 0.60174
41 H 1.90615 -0.62580 3.19759
42 P -1.33022 0.34239 -3.31734
43 C 2.57752 2.26628 -0.48997
44 C -3.06987 0.32278 -3.71687
45 C -2.46890 -4.35259 -1.98979
46 H -3.32700 3.21642 2.25471
47 H -0.82791 -3.37801 3.99749
48 C 2.88886 -0.15737 3.17002
49 H 6.38287 1.46280 3.10786
50 C 0.06325 -4.57973 -0.48109
51 C 3.18664 2.87446 -2.75719
52 H -3.35564 -6.19966 -1.44246
53 C -1.96407 3.19927 -0.82719
54 N -0.80297 1.51624 0.64273
55 H 1.96088 -0.82289 -0.89351
56 H 0.42132 2.60335 2.02002
57 H -3.67392 4.13871 0.12352
58 H -1.63775 3.62974 2.25166
59 C 3.22293 0.70000 2.11467
60 C 3.42076 4.18295 -2.35228
61 O -0.20945 -2.67989 2.28481
62 H -3.57214 1.15322 -3.22083
63 H 0.43654 1.90953 -3.62264
64 H 3.75415 4.92150 -3.06905
65 C 2.76975 1.92796 -1.83137
66 H -2.14998 4.93957 0.40947
67 H 1.65203 -1.27477 0.79501
68 N 1.10619 -3.75125 0.18623
69 H -0.07571 -5.49539 0.09126
70 C 0.35460 1.59678 1.59706
71 C 5.40270 1.00548 3.12538
72 C 2.83726 3.58253 -0.09872
73 Si 1.98203 1.03166 0.76724
74 H -1.78807 3.88035 -1.66072
75 O -1.10825 -2.22152 -0.93951
76 H -4.46581 -5.06041 -1.85798
77 H 3.52206 -1.09271 4.99785
78 H 1.98596 -4.25589 0.30141
79 C -2.16796 -1.96657 3.40795
80 H -2.30323 -3.56445 4.79285
81 P -1.51832 -3.62702 -0.56268
82 O -1.11638 0.22215 -1.80927
83 H 2.72447 3.87398 0.94156
84 H 0.15167 0.92129 2.43405
85 H -2.61307 2.39982 -1.19389
86 H 0.41098 -4.83851 -1.48088
87 H -2.90543 1.26108 0.79794

Atoms 1-2, force components in eV/Å:
0.02 0.00 0.01
-0.02 0.03 -0.01


(9)
A cluster of 2 separate species, C2H8S3 in total in a non-equilibrium geometry, computed with ωB97M-V with the def2-TZVPD basis set.

Summary:
**Charge**: 0
**LUMO**: 0.549 eV
**HOMO-LUMO gap**: 9.52 eV
**SMILES**: CCS.SS
**HOMO**: -9.0 eV
**Relative energy (zero: lowest compared OMol25 entry of this formula, charge and spin)**: 9.4 kcal per mole

Atoms and positions in Å:
1 H -2.49438 -0.90037 -0.62731
2 H -1.31626 -0.05417 0.46314
3 S 0.72618 -0.91410 -1.08849
4 C -1.71259 -0.99539 0.11461
5 H -0.97830 -2.53307 -1.24630
6 S 1.25698 3.12792 -0.01998
7 H 1.34041 -1.82135 -1.85918
8 H 1.54328 4.36162 -0.46844
9 H -0.28600 -2.63806 0.36346
10 S 1.89686 3.36467 1.88152
11 H 2.86886 2.44615 1.96811
12 H -2.23082 -1.50346 0.92539
13 C -0.61422 -1.94041 -0.40653

Atoms 1-2, force components in eV/Å:
0.10 0.64 -0.37
-0.06 0.32 0.01


(10)
The molecule C3H9NO2 in a non-equilibrium geometry, computed with ωB97M-V with the def2-TZVPD basis set.

Summary:
**Charge**: 0
**LUMO**: 0.961 eV
**HOMO-LUMO gap**: 9.60 eV
**SMILES**: CON[C@H](C)O
**HOMO**: -8.6 eV
**Relative energy (zero: lowest compared OMol25 entry of this formula, charge and spin)**: 115.2 kcal per mole

Atoms and positions in Å:
1 N 0.24660 -1.07500 0.27752
2 C -1.13516 0.03027 -0.20447
3 H -1.74605 -1.56136 -0.71505
4 H 3.03808 -1.01704 -0.48213
5 C -1.33542 1.08347 0.80920
6 H 2.91757 0.69793 -0.54699
7 H -0.10515 -1.30717 1.16243
8 C 2.24661 -0.25545 -0.66549
9 H -2.42767 1.64951 0.69061
10 H -1.17840 0.81752 1.78692
11 O 1.42099 -0.33631 0.46304
12 O -2.19306 -0.88162 -0.30891
13 H -0.80457 0.34710 -1.19411
14 H 1.70413 -0.06661 -1.65311
15 H -0.64849 1.87477 0.58054

Atoms 1-2, force components in eV/Å:
-2.17 2.18 -3.68
1.93 -2.56 0.68


(11)
The molecule C5H12N2O in a non-equilibrium geometry, computed with ωB97M-V with the def2-TZVPD basis set.

Summary:
**Charge**: 0
**LUMO**: 0.903 eV
**HOMO-LUMO gap**: 8.83 eV
**SMILES**: C[C@@H](O)[C@@H]1[C@H](C)N1N
**HOMO**: -7.9 eV
**Relative energy (zero: lowest compared OMol25 entry of this formula, charge and spin)**: 109.0 kcal per mole

Atoms and positions in Å:
1 C -0.30605 -0.00248 -0.89414
2 H -2.79669 -1.89446 -0.61287
3 C 1.16215 0.03669 -0.66411
4 N 0.54118 2.38020 -1.01880
5 H 1.55380 -1.85679 0.20365
6 H -1.49587 -0.98937 2.14134
7 N 0.53506 1.23138 -0.21138
8 C -1.24838 -0.73085 0.08209
9 H 1.24422 2.50599 -1.59981
10 H 2.97335 -0.75209 0.26614
11 H 1.44048 -0.69323 1.45840
12 H -0.72897 -1.71081 0.05910
13 O -2.48529 -0.99562 -0.43856
14 H -2.06988 0.60077 1.64720
15 C -1.28637 -0.13650 1.46107
16 C 1.83366 -0.85035 0.35566
17 H 1.84614 0.15747 -1.48768
18 H -0.70047 0.20321 -1.87379
19 H 0.32542 3.20937 -0.47938
20 H -0.33749 0.28746 1.60587

Atoms 1-2, force components in eV/Å:
0.47 2.13 1.60
1.02 0.28 0.39


(12)
A cluster of 2 separate species, CH2Cl3N in total in a non-equilibrium geometry, computed with ωB97M-V with the def2-TZVPD basis set.

Summary:
**Charge**: 0
**LUMO**: -1.796 eV
**HOMO-LUMO gap**: 6.77 eV
**HOMO**: -8.6 eV
**Relative energy (zero: lowest compared OMol25 entry of this formula, charge and spin)**: 106.0 kcal per mole

Atoms and positions in Å:
1 C 0.18743 -0.25919 -0.94219
2 N -0.11688 0.00229 1.68045
3 H -1.13771 0.01304 1.43233
4 Cl 0.28496 1.43939 -1.42493
5 H 0.13207 0.89355 1.56000
6 Cl -1.09639 -1.21368 -1.40678
7 Cl 1.74651 -0.87540 -0.89888

Atoms 1-2, force components in eV/Å:
0.64 2.11 2.86
-2.32 -4.99 -2.40